DFT (the ωB97M-V functional and the def2-TZVPD basis) results for a 2-piece molecular cluster, C4H7NO overall.

Last column: Löwdin charge in e.
CARTESIAN COORDINATES (ANGSTROEM)
C (1.0051, 1.1496, 1.3841)  -0.06
C (0.0193, 0.5929, 0.3922)  -0.26
O (0.6690, -0.4032, -0.3899)  -0.08
C (-0.1272, -0.9738, -1.3130)  -0.15
C (-1.5330, -1.1299, -1.0921)  -0.34
N (-2.7061, -1.1609, -1.0223)  0.11
H (1.8749, 1.5853, 0.8847)  0.08
H (0.5022, 1.9252, 1.9653)  0.08
H (1.3574, 0.3682, 2.0636)  0.08
H (-0.3491, 1.3446, -0.3202)  0.13
H (-0.8518, 0.1429, 0.8838)  0.12
H (0.4349, -1.7306, -1.8466)  0.12
H (-1.8247, -0.1495, -2.4188)  0.18

Force components x, y, z for each atom (eV/Å):
0.0 0.0 0.1
-0.3 0.4 0.1
-0.4 -0.1 -0.5
0.6 -0.8 0.6
-1.7 0.3 -0.4
1.1 -0.8 1.1
-0.2 0.0 0.0
0.1 0.0 0.0
-0.1 0.1 -0.1
0.0 0.1 0.3
0.1 0.1 0.1
-0.4 0.1 -0.4
1.0 0.6 -0.8

The multiplicity is 1. The energy above the lowest of the compared OMol25 structures with the same formula, charge and spin comes out at 145.2 kcal per mole.

---

DFT (the ωB97M-V functional and the def2-TZVPD basis) results for C26H40Cl2MgO22S as an isolated structure.

Last column: Löwdin charge in e.
CARTESIAN COORDINATES (ANGSTROEM)
Mg (-18.6498, 9.9578, 0.9965)  0.69
S (-20.7593, 10.1816, 2.2898)  0.28
O (-20.7314, 10.0869, 3.7220)  -0.30
O (-20.0682, 8.9915, 1.7334)  -0.36
O (-22.0843, 10.4038, 1.7462)  -0.30
O (-19.7527, 11.1487, 1.7905)  -0.36
C (-25.9160, 9.7034, 0.8366)  -0.03
C (-24.8792, 9.2150, 1.8420)  -0.33
C (-24.7451, 10.0885, 3.0945)  -0.11
O (-24.9992, 9.2161, 4.1638)  0.08
C (-25.4283, 8.0269, 3.7537)  -0.54
O (-25.7120, 7.0840, 4.4185)  0.17
O (-25.2943, 7.9693, 2.3700)  0.07
H (-25.8406, 9.0513, -0.0360)  0.08
H (-25.6315, 10.6734, 0.4118)  0.08
H (-26.9319, 9.8470, 1.1987)  0.09
H (-23.8931, 9.1291, 1.3872)  0.11
H (-25.5249, 10.8580, 3.0657)  0.13
H (-23.7826, 10.5705, 3.2349)  0.10
C (-21.1826, 11.6077, 6.9412)  -0.02
C (-20.4078, 10.4369, 7.5262)  -0.28
C (-19.4854, 9.7455, 6.5065)  -0.09
O (-18.3254, 9.5123, 7.3327)  0.05
C (-18.3245, 10.3580, 8.3779)  -0.59
O (-17.4490, 10.5179, 9.1806)  0.15
O (-19.4670, 11.0380, 8.3950)  0.09
H (-21.5687, 11.4177, 5.9374)  0.06
H (-20.5804, 12.5144, 6.9106)  0.09
H (-22.0677, 11.8371, 7.5387)  0.09
H (-21.1382, 9.7134, 7.8939)  0.16
H (-19.2187, 10.4096, 5.6806)  0.11
H (-19.9603, 8.8715, 6.0756)  0.08
C (-18.1060, 15.7593, 0.3871)  0.01
C (-17.0424, 14.7158, 0.0319)  -0.25
C (-15.9573, 14.3566, 1.0675)  -0.04
O (-15.9721, 12.9263, 1.0312)  0.10
C (-16.9637, 12.4589, 0.3128)  -0.54
O (-17.2881, 11.2865, 0.2511)  0.10
O (-17.6830, 13.4235, -0.2035)  0.13
H (-18.6156, 15.5273, 1.3204)  0.08
H (-18.8219, 15.6397, -0.4267)  0.09
H (-17.6413, 16.7421, 0.3953)  0.09
H (-16.5582, 14.9056, -0.9255)  0.15
H (-16.1177, 14.7090, 2.0828)  0.14
H (-15.0150, 14.6886, 0.6365)  0.14
C (-17.2180, 13.1952, 5.2748)  0.00
C (-16.3199, 12.2568, 4.4958)  -0.29
C (-15.9304, 11.0392, 5.3837)  -0.06
O (-16.3230, 9.9406, 4.6009)  0.12
C (-17.0173, 10.3093, 3.5372)  -0.49
O (-17.4525, 9.5514, 2.7160)  0.14
O (-17.1278, 11.6656, 3.4864)  0.09
H (-18.0808, 12.6540, 5.6696)  0.08
H (-17.6092, 14.0232, 4.6794)  0.08
H (-16.7572, 13.6637, 6.1469)  0.10
H (-15.3751, 12.7432, 4.2506)  0.15
H (-16.4155, 11.0201, 6.3589)  0.13
H (-14.8454, 10.9870, 5.4698)  0.14
C (-23.3436, 13.3480, 4.6857)  0.00
C (-21.8860, 13.4168, 4.2053)  -0.27
C (-21.6979, 13.9247, 2.7770)  -0.09
O (-20.5865, 14.8109, 2.8117)  0.05
C (-20.4752, 15.2554, 4.0852)  -0.58
O (-19.7765, 16.1772, 4.3956)  0.14
O (-21.2483, 14.5284, 4.8926)  0.08
H (-23.9404, 12.6024, 4.1592)  0.07
H (-23.8269, 14.3202, 4.6176)  0.09
H (-23.3810, 12.9533, 5.7027)  0.08
H (-21.3634, 12.4819, 4.4022)  0.11
H (-22.6077, 14.3910, 2.3989)  0.14
H (-21.3307, 13.1117, 2.1546)  0.11
C (-22.8171, 10.6773, -3.8608)  -0.01
C (-22.3971, 10.6857, -2.3990)  -0.29
C (-22.6013, 9.3867, -1.6406)  -0.07
O (-21.3235, 9.0886, -1.1215)  0.11
C (-20.4874, 10.1056, -1.3126)  -0.51
O (-19.3607, 10.1736, -0.8998)  0.12
O (-20.9871, 10.9320, -2.2291)  0.13
H (-22.4039, 11.5344, -4.3913)  0.09
H (-23.9018, 10.6199, -3.9048)  0.09
H (-22.3452, 9.8233, -4.3522)  0.09
H (-22.9138, 11.4765, -1.8527)  0.16
H (-23.0297, 8.5830, -2.2392)  0.14
H (-23.2816, 9.5448, -0.8015)  0.12
Cl (-21.9237, 5.2964, 4.5537)  0.59
C (-21.3079, 6.8571, 4.1364)  -0.69
C (-19.7610, 6.9699, 4.1575)  -0.65
Cl (-18.9784, 6.4557, 5.6607)  0.58
H (-21.6730, 7.5629, 4.8833)  0.06
H (-21.6773, 7.2262, 3.1814)  0.07
H (-19.4869, 8.0202, 4.0974)  0.02
H (-19.1819, 6.4273, 3.4153)  0.07

Force components x, y, z for each atom (eV/Å):
2.2 -0.4 -1.0
0.2 -0.7 0.1
-0.5 0.4 1.6
-1.2 -3.4 -0.5
-0.1 0.3 -0.4
-0.9 4.5 0.7
1.0 0.4 -0.8
-0.2 0.7 0.1
-0.6 0.8 -0.6
-0.4 0.1 1.4
1.2 -1.0 -1.6
-0.4 0.6 0.0
-0.5 -0.6 0.9
-0.6 -0.3 0.1
0.2 0.1 0.3
0.0 -0.5 0.2
-0.1 -0.3 -0.1
0.0 0.0 0.2
0.1 -0.3 -0.2
-0.9 0.1 -0.2
-0.4 1.1 -2.5
-0.4 1.0 0.6
0.5 -0.8 -0.5
0.4 -0.1 0.5
-0.1 -0.3 -0.8
-0.8 -0.2 1.4
0.2 -0.4 0.1
0.2 -0.1 -0.1
0.1 0.0 0.2
0.6 0.0 1.1
0.1 0.0 0.1
0.5 -0.4 0.3
0.6 -1.2 -0.6
-0.3 -0.2 0.3
-0.2 0.1 -1.2
1.3 -0.5 0.6
-1.6 -0.5 0.8
1.1 0.5 0.0
-0.3 0.4 -0.4
0.2 0.1 0.1
-0.2 0.6 0.1
-0.2 0.1 0.0
-0.1 0.5 0.0
-0.1 0.0 0.0
0.2 0.0 0.6
-0.5 0.6 0.2
-0.6 -0.1 2.7
0.6 0.9 -0.3
-0.6 -1.3 -0.5
0.6 1.4 0.5
-0.1 -0.1 -0.5
0.5 -0.8 -1.0
0.0 -0.1 -0.2
0.1 -0.1 -0.2
0.4 -0.2 -0.1
-0.3 0.0 -1.3
0.0 -0.1 -0.1
-0.1 -0.1 0.4
0.5 -0.6 0.1
-0.8 1.1 -0.3
0.3 -1.8 -0.7
-0.3 0.5 0.5
0.3 0.3 -0.4
-0.2 -0.5 0.2
0.2 -0.1 1.2
0.2 0.2 -0.5
0.0 0.0 0.1
0.1 0.5 0.2
0.2 0.2 -0.1
0.2 0.2 -0.1
-0.6 -0.1 -0.4
1.1 -0.3 0.3
-0.4 0.6 -0.1
-1.0 0.1 0.4
0.6 -0.4 0.8
-0.8 -1.0 -1.7
0.1 -0.1 0.1
0.2 0.7 0.2
-0.4 0.3 0.2
0.0 0.1 -0.3
-0.3 -0.2 0.0
0.1 0.2 -0.2
0.6 -0.2 -0.1
0.1 -0.1 0.1
-0.3 -1.0 -0.1
1.5 1.4 0.3
-0.1 0.3 -0.2
-0.1 -0.4 0.8
-0.1 -0.1 0.0
0.1 -0.3 -0.2
-0.3 0.0 -0.4
-0.7 0.0 -0.4

The multiplicity is 1. For the energy, the calculation gives -113986.3525 eV.

---

DFT (the ωB97M-V functional and the def2-TZVPD basis) results for a 2-piece molecular cluster, C3H10N overall.

Last column: Löwdin charge in e.
CARTESIAN COORDINATES (ANGSTROEM)
N (1.2063, -0.8278, 1.6541)  0.35
H (0.9071, -1.6735, 2.0713)  0.14
H (1.4202, -0.9296, 0.6965)  0.12
H (2.0518, -0.7158, 2.1351)  0.13
H (0.4807, -0.0686, 1.8372)  0.17
C (0.3687, 0.5606, -1.5770)  -0.14
C (-0.7202, -0.0162, -0.7817)  -0.26
C (-1.4040, 0.5338, 0.2721)  -0.02
H (0.1197, 0.8721, -2.6142)  0.10
H (1.0368, -0.1308, -2.0270)  0.05
H (0.9858, 1.4045, -1.1739)  0.10
H (-1.3802, -0.7554, -1.3392)  0.13
H (-2.2874, -0.0999, 0.5290)  0.08
H (-1.2457, 1.4226, 0.8264)  0.05

Force components x, y, z for each atom (eV/Å):
-1.6 1.4 1.2
-1.2 -1.5 0.0
-0.2 -0.1 -1.7
1.9 1.2 1.0
1.1 -1.0 -0.6
1.3 1.6 -1.1
-3.0 1.1 -0.1
-0.2 -3.1 -1.5
-1.1 0.6 0.7
1.2 -1.5 0.6
-0.8 -0.7 0.1
1.4 0.3 0.9
0.6 1.1 0.1
0.6 0.8 0.3

The multiplicity is 1. The energy above the lowest of the compared OMol25 structures with the same formula, charge and spin comes out at 46.3 kcal per mole. The total charge is +1.

---

DFT (the ωB97M-V functional and the def2-TZVPD basis) results for CH2NO2S as an isolated structure.

Last column: Löwdin charge in e.
CARTESIAN COORDINATES (ANGSTROEM)
C (-2.2071, 0.5014, 0.5960)  -0.96
N (0.0187, -0.3625, -0.4574)  -0.13
O (-1.4397, 0.6092, 1.5357)  -0.09
O (-1.3053, -0.1988, -0.9059)  -0.37
S (-3.7550, 0.7186, 0.2031)  0.50
H (0.2052, -1.2944, -0.7374)  0.02
H (-0.0491, -0.1971, 0.5843)  0.04

Force components x, y, z for each atom (eV/Å):
2.8 -0.9 0.1
0.0 1.6 0.5
-1.1 -0.3 -1.8
-1.7 1.4 2.1
-1.1 0.2 -0.3
0.5 -1.3 0.6
0.5 -0.8 -1.2

The multiplicity is 1. The energy above the lowest of the compared OMol25 structures with the same formula, charge and spin comes out at 46.2 kcal per mole. The total charge is -1.

---

DFT (the ωB97M-V functional and the def2-TZVPD basis) results for a 2-piece molecular cluster, CH2NO3S overall.

Last column: Löwdin charge in e.
CARTESIAN COORDINATES (ANGSTROEM)
C (0.3478, 1.6640, 0.0616)  -0.24
N (-0.6954, 1.3237, 0.5739)  0.05
O (0.7853, -1.6904, -0.8622)  -0.48
O (-0.5048, -2.6956, 1.0102)  -0.47
O (-1.1985, -0.5264, -0.0672)  -0.50
S (-0.5327, -1.8217, -0.1900)  0.51
H (0.6484, 2.7180, 0.1022)  0.03
H (1.1500, 1.0285, -0.6286)  0.11

Force components x, y, z for each atom (eV/Å):
3.4 -0.4 -2.6
-0.8 1.7 1.6
-0.2 -0.1 0.2
-0.2 0.7 -0.3
-1.1 -1.7 -0.2
1.0 -1.3 -0.5
0.1 0.3 0.2
-2.1 0.8 1.7

The multiplicity is 3. The energy above the lowest of the compared OMol25 structures with the same formula, charge and spin comes out at 36.8 kcal per mole. The total charge is -1.

---

Copy entry 3 word for word.
DFT (the ωB97M-V functional and the def2-TZVPD basis) results for a 2-piece molecular cluster, C3H10N overall.

Last column: Löwdin charge in e.
CARTESIAN COORDINATES (ANGSTROEM)
N (1.2063, -0.8278, 1.6541)  0.35
H (0.9071, -1.6735, 2.0713)  0.14
H (1.4202, -0.9296, 0.6965)  0.12
H (2.0518, -0.7158, 2.1351)  0.13
H (0.4807, -0.0686, 1.8372)  0.17
C (0.3687, 0.5606, -1.5770)  -0.14
C (-0.7202, -0.0162, -0.7817)  -0.26
C (-1.4040, 0.5338, 0.2721)  -0.02
H (0.1197, 0.8721, -2.6142)  0.10
H (1.0368, -0.1308, -2.0270)  0.05
H (0.9858, 1.4045, -1.1739)  0.10
H (-1.3802, -0.7554, -1.3392)  0.13
H (-2.2874, -0.0999, 0.5290)  0.08
H (-1.2457, 1.4226, 0.8264)  0.05

Force components x, y, z for each atom (eV/Å):
-1.6 1.4 1.2
-1.2 -1.5 0.0
-0.2 -0.1 -1.7
1.9 1.2 1.0
1.1 -1.0 -0.6
1.3 1.6 -1.1
-3.0 1.1 -0.1
-0.2 -3.1 -1.5
-1.1 0.6 0.7
1.2 -1.5 0.6
-0.8 -0.7 0.1
1.4 0.3 0.9
0.6 1.1 0.1
0.6 0.8 0.3

The multiplicity is 1. The energy above the lowest of the compared OMol25 structures with the same formula, charge and spin comes out at 46.3 kcal per mole. The total charge is +1.

---

> What is the formula in the second record?

C26H40Cl2MgO22S